{"formula": "C28H70N3O18S6", "method": "ωB97M-V/def2-TZVPD", "charge": 1, "gap_ev": 8.570, "symbols": ["O", "H", "H", "C", "H", "H", "C", "H", "N", "H", "O", "H", "H", "C", "O", "O", "H", "C", "H", "H", "H", "H", "C", "C", "H", "H", "H", "H", "H", "C", "H", "H", "O", "O", "H", "H", "O", "O", "H", "H", "C", "H", "O", "H", "O", "C", "O", "C", "C", "H", "S", "H", "C", "H", "H", "O", "H", "C", "C", "H", "O", "H", "C", "H", "O", "H", "N", "H", "H", "O", "H", "C", "H", "H", "H", "H", "H", "H", "H", "H", "H", "N", "H", "H", "H", "H", "H", "H", "C", "C", "H", "C", "C", "H", "C", "H", "H", "O", "C", "S", "H", "S", "H", "H", "H", "H", "C", "H", "S", "H", "C", "O", "C", "H", "C", "H", "S", "S", "H", "C", "H", "H", "C", "O", "H"], "coordinates": [[-0.49, 11.07, 4.18], [3.01, 1.57, -2.97], [-3.03, -9.22, 1.86], [4.84, 4.64, -0.65], [-2.03, -3.94, -6.99], [1.10, -2.83, -1.98], [-3.08, -6.79, -3.76], [-3.62, -7.23, 3.34], [0.27, -7.68, -1.24], [-3.28, -6.77, 1.66], [-1.40, -4.81, -3.33], [0.90, 5.50, -2.07], [0.00, -6.88, 3.03], [-4.02, -8.77, 1.88], [-2.10, -5.41, -5.61], [-0.17, 6.64, 3.78], [0.65, -5.20, -6.17], [0.88, -8.73, 2.08], [2.35, 11.40, 2.16], [-0.63, 8.43, 4.62], [-0.34, 14.56, 4.65], [-1.61, 8.04, 3.22], [-1.39, -4.71, 1.16], [-6.75, -10.92, 3.62], [-2.85, 6.33, 4.55], [-0.78, 5.70, -1.51], [-2.88, 7.88, 5.40], [-1.16, 3.22, -1.91], [4.87, 3.56, -0.62], [0.37, -7.72, 0.11], [1.67, -8.81, 2.82], [3.94, 5.01, -0.17], [-4.77, -9.59, 2.79], [2.04, 2.69, -0.58], [-1.13, -3.56, -5.52], [-3.89, -6.07, -3.67], [6.14, 4.59, -2.81], [1.45, 12.55, 4.58], [7.21, 3.82, -4.33], [0.32, -8.52, -1.78], [-2.23, 7.07, 5.05], [-3.29, -7.53, -4.52], [4.73, 6.58, -2.40], [-1.58, -4.74, 2.24], [0.75, 2.91, -2.68], [0.05, 5.00, -1.60], [0.11, 1.21, -1.03], [-1.18, 7.63, 4.13], [-0.64, -3.18, -0.77], [1.68, 5.79, 1.97], [0.62, 11.82, 3.67], [0.64, -5.40, 1.52], [-3.96, -7.32, 2.30], [-0.30, -5.70, -7.57], [0.57, -1.44, -1.06], [0.10, 12.78, 2.52], [1.66, 0.41, -3.21], [-0.07, -4.86, -6.91], [-1.04, 13.63, 2.83], [7.52, 6.33, -4.32], [-1.32, 4.53, 3.26], [-1.42, 13.93, 1.85], [-1.19, -3.25, 0.67], [-0.62, -2.66, 1.38], [-6.80, -8.32, 3.38], [5.73, 5.09, -0.21], [-0.49, -7.08, 0.97], [1.89, -9.04, 0.22], [-2.29, -5.11, 0.68], [-1.03, 6.25, 1.52], [-4.94, -6.85, 2.24], [0.74, -2.52, -0.98], [0.13, -5.43, -0.17], [3.62, -3.98, -0.72], [-7.83, -10.96, 3.69], [2.07, -4.78, -1.04], [-6.31, -10.82, 4.61], [-1.34, -2.57, -1.35], [1.00, 4.16, 1.66], [-1.11, -8.20, 2.66], [1.50, 4.61, 3.31], [1.35, -8.35, 0.74], [-2.88, -7.27, -2.80], [-1.80, 13.03, 3.32], [2.76, -4.77, 0.58], [-0.74, 4.08, -3.38], [0.38, -4.06, -7.49], [-0.71, -4.16, -1.24], [2.62, -4.16, -0.32], [-0.21, -5.60, 0.85], [-2.19, -2.80, 0.67], [1.62, 10.78, 2.67], [1.09, 4.98, 2.38], [0.40, -9.70, 1.97], [-0.22, -7.67, 2.31], [2.11, 10.08, 3.34], [-4.45, -8.87, 0.88], [3.70, 4.42, -2.99], [-0.65, 14.84, 3.65], [4.74, 5.15, -2.33], [5.50, 4.05, -4.71], [-6.36, -9.49, 2.69], [0.35, 4.71, -0.59], [0.19, -6.80, -1.74], [2.75, 0.24, -1.80], [7.01, 5.70, -5.89], [2.27, 0.93, -2.48], [-1.77, 6.59, 5.92], [-0.54, 5.57, 2.68], [1.55, -2.81, 1.03], [6.70, 5.85, -4.86], [-6.72, -9.68, 1.31], [-0.37, 3.79, -2.40], [-6.36, -11.80, 3.11], [1.88, -2.84, -0.01], [0.98, 10.26, 1.96], [-1.61, -5.93, -4.21], [1.23, 1.96, -1.51], [0.18, 15.37, 3.18], [-1.34, -4.34, -6.26], [-1.50, 15.52, 3.72], [5.85, 6.52, -4.84], [6.37, 4.51, -4.24], [-0.54, -6.86, -4.36], [2.62, -2.04, -0.10]], "lowdin_charge": [-0.29, 0.07, 0.10, -0.12, 0.13, 0.11, -0.11, 0.09, 0.23, 0.04, -0.28, 0.09, 0.13, -0.26, -0.25, -0.26, 0.07, -0.08, 0.08, 0.11, 0.07, 0.12, -0.17, -0.12, 0.07, 0.09, 0.08, 0.12, 0.07, -0.35, 0.13, 0.07, -0.26, -0.29, 0.11, 0.08, -0.26, -0.27, 0.12, 0.13, -0.07, 0.08, -0.27, 0.12, -0.26, -0.06, -0.28, -0.24, -0.20, 0.07, 0.56, 0.13, -0.07, 0.09, 0.09, -0.26, 0.08, -0.07, -0.24, 0.09, -0.27, 0.12, -0.16, 0.11, -0.27, 0.08, 0.00, 0.17, 0.11, -0.28, 0.08, -0.19, 0.08, 0.07, 0.08, 0.06, 0.08, 0.11, 0.06, 0.10, 0.08, 0.15, 0.07, 0.11, 0.06, 0.12, 0.09, 0.06, -0.10, -0.14, 0.11, -0.12, -0.12, 0.13, -0.09, 0.08, 0.11, -0.29, -0.07, 0.56, 0.11, 0.57, 0.05, 0.10, 0.07, 0.08, -0.11, 0.09, 0.56, 0.09, -0.07, -0.27, -0.22, 0.08, -0.24, 0.08, 0.55, 0.55, 0.09, -0.22, 0.08, 0.07, -0.25, -0.29, 0.10]}

{"formula": "C28H72F6N6O12S2", "method": "ωB97M-V/def2-TZVPD", "charge": 4, "gap_ev": 5.404, "relative_energy_kj_mol": 0.0, "symbols": ["H", "H", "F", "H", "O", "H", "H", "H", "H", "C", "H", "O", "C", "H", "C", "C", "C", "H", "S", "H", "C", "H", "H", "C", "H", "N", "C", "H", "H", "H", "H", "H", "C", "C", "H", "H", "O", "C", "H", "H", "C", "N", "H", "H", "C", "C", "H", "C", "C", "H", "O", "H", "H", "H", "H", "H", "H", "H", "C", "H", "H", "H", "N", "O", "H", "H", "C", "C", "H", "H", "H", "C", "H", "H", "H", "F", "C", "O", "O", "H", "H", "H", "O", "H", "F", "H", "H", "O", "H", "C", "H", "H", "H", "C", "N", "H", "F", "H", "N", "N", "H", "H", "H", "O", "H", "O", "C", "H", "H", "H", "C", "O", "H", "H", "S", "C", "H", "H", "C", "H", "H", "F", "H", "H", "F", "C"], "coordinates": [[-0.38, -1.34, -6.74], [3.73, 0.62, 4.78], [-0.50, 1.44, 1.40], [4.78, 2.77, 3.52], [1.65, 5.97, 2.16], [-1.54, -3.14, -3.71], [-1.74, -2.01, -5.12], [-2.71, -6.63, 1.45], [6.86, 1.30, 3.15], [-2.45, 3.67, 3.58], [6.35, 1.05, 1.48], [-0.60, 6.83, 1.53], [-2.56, 2.55, -3.56], [4.95, -0.71, 4.53], [-2.75, -3.13, 1.40], [-0.26, 0.30, 0.81], [1.23, -4.66, -0.77], [-5.45, 2.19, 3.18], [0.75, 6.46, 1.13], [-5.44, 3.69, 3.98], [-3.40, 3.25, -5.87], [3.95, -5.08, 1.20], [-1.55, 3.15, 3.91], [3.09, -5.35, 0.60], [4.14, -3.08, -0.48], [-3.57, -4.04, 2.29], [-3.68, 2.22, 5.13], [-2.20, 4.30, -4.54], [4.28, 2.08, 0.60], [0.06, -2.64, 1.05], [-2.75, 4.56, 4.13], [-2.99, -4.59, 2.93], [0.40, 4.95, 0.05], [2.16, -3.10, 1.03], [-3.77, 4.16, -6.34], [-3.69, -6.76, 2.81], [5.74, 3.15, 1.31], [3.32, -3.49, -1.06], [-4.28, 3.06, 5.48], [-1.95, -2.69, 1.98], [-4.92, 3.75, 1.82], [0.81, -0.96, -5.02], [0.83, -2.46, 2.52], [-4.24, -3.62, 2.94], [-3.76, -6.50, 1.75], [-0.01, -1.66, -3.90], [-4.25, -7.22, 1.10], [-2.09, 3.02, -2.19], [-3.19, 1.33, 2.93], [-4.25, 1.31, 5.29], [2.17, 1.09, -0.17], [2.65, -1.19, -6.01], [2.33, -5.86, 1.18], [-2.32, 3.84, 2.51], [-5.92, 4.18, 1.85], [-1.96, 2.17, -1.54], [5.42, 0.95, 5.03], [3.20, 2.19, 3.17], [-1.04, -2.60, -4.52], [-3.49, -2.37, 1.17], [6.49, -0.37, 2.61], [2.30, 0.65, -5.08], [-3.54, 2.60, 3.67], [1.11, -0.69, -1.41], [3.64, -4.19, -1.82], [0.46, -5.16, -0.20], [4.36, 2.80, 1.42], [4.07, -0.30, 2.15], [4.51, -1.23, 2.51], [0.76, -4.75, 2.82], [-2.32, 1.00, 3.51], [0.80, -3.15, 1.67], [2.97, -3.01, 1.75], [-4.16, 4.53, 1.78], [-3.99, 0.62, 3.07], [-0.29, 5.34, -1.07], [-4.32, -5.13, 1.54], [-2.72, 1.43, -3.91], [-4.68, 2.77, 0.83], [1.66, -2.58, -6.11], [-2.83, 2.39, 5.78], [-1.22, 3.67, -2.33], [-5.30, -4.92, 0.92], [-4.22, 2.53, -5.89], [-1.36, -0.44, 0.52], [-2.52, 2.94, -6.41], [-2.87, 1.47, 1.90], [1.36, 7.37, 0.17], [-0.53, -0.76, -3.59], [1.99, -1.81, -5.41], [2.91, -2.58, -1.49], [-0.83, 0.07, -5.99], [4.31, -0.03, 1.13], [4.73, 0.35, 4.44], [4.81, 0.76, 2.97], [0.71, -2.14, -3.25], [0.39, -0.47, 1.72], [0.74, 0.04, -6.93], [-3.02, 3.69, -4.47], [2.45, -4.17, -0.04], [2.51, -2.23, -4.56], [2.99, -0.28, 2.29], [1.63, -5.39, -1.47], [-0.41, -3.68, -5.19], [-5.00, 3.16, 0.00], [0.24, 1.57, -1.58], [-4.91, 3.14, 3.21], [1.76, 0.09, -3.48], [3.40, -6.09, -0.14], [5.88, 3.93, 0.78], [1.44, 0.34, -4.49], [0.23, -4.35, 2.11], [0.85, -3.79, -1.31], [0.63, 1.07, -4.44], [0.89, 0.59, -0.70], [6.26, 0.68, 2.50], [-2.82, 3.71, -1.77], [-3.74, 4.18, -3.94], [4.23, 2.16, 2.81], [2.21, -2.13, 0.52], [-2.43, -3.65, 0.50], [1.49, 4.38, -0.46], [3.72, 3.69, 1.43], [-0.75, -4.50, -4.83], [-0.40, 4.06, 0.64], [0.08, -0.48, -6.25]], "lowdin_charge": [0.11, 0.11, 0.16, 0.15, -0.34, 0.13, 0.12, 0.10, 0.12, 0.06, 0.10, -0.35, -0.38, 0.10, 0.04, -0.61, 0.02, 0.13, 0.46, 0.14, 0.04, 0.12, 0.11, 0.02, 0.12, 0.10, 0.00, 0.19, 0.10, 0.09, 0.13, 0.17, -0.64, -0.09, 0.11, 0.12, -0.08, 0.02, 0.11, 0.08, -0.22, -0.32, 0.13, 0.20, 0.03, -0.07, 0.12, 0.02, -0.01, 0.11, -0.31, 0.11, 0.11, 0.09, 0.15, 0.07, 0.12, 0.14, -0.21, 0.11, 0.11, 0.12, -0.33, -0.38, 0.12, 0.10, -0.17, -0.01, 0.09, 0.11, 0.10, -0.26, 0.13, 0.13, 0.10, 0.06, -0.41, 0.16, -0.05, 0.11, 0.12, 0.09, 0.23, 0.11, 0.11, 0.11, 0.08, -0.31, 0.12, 0.01, 0.09, 0.10, 0.10, 0.03, -0.33, 0.10, 0.07, 0.12, 0.10, -0.33, 0.11, 0.09, 0.12, -0.04, 0.10, -0.31, -0.08, 0.08, 0.12, 0.12, 0.02, -0.06, 0.10, 0.10, 0.53, 0.04, 0.10, 0.19, -0.08, 0.11, 0.11, 0.11, 0.14, 0.09, 0.07, 0.01]}

| no. | highest occupied orbital energy (Eh) | M (g/mol) | DFT total energy (hartree) |
| --- | --- | --- | --- |
| 1 | -0.4312 | 929.273 | -5016.27650 |
| 2 | -0.5282 | 863.036 | -3735.50256 |